Entry 1:
DFT (wB97M-V/def2-TZVPD) results for a 2-piece molecular cluster, C2H3OPS overall.

Geometry as XYZ:
```
8
C2H3OPS wB97M-V/def2-TZVPD
C -0.98914 0.61535 -0.51027
C -0.62187 -0.34191 -1.32067
O 1.36788 -0.95602 2.78900
P 1.25289 -0.71471 1.33072
S -0.12493 -1.55768 -2.20997
H -0.55731 1.54932 -0.63752
H -2.01774 0.71441 -0.31741
H 1.69022 0.69123 0.87612
```

The calculation puts the orbital gap (alpha / beta) at 6.86 / 6.70 eV. The value obtained for the total energy is -24289.335 eV. The energy relative to the best compared isomer or geometry (same formula, charge and spin) is 159.6 kJ/mol. Its LUMO energy (alpha / beta) is -0.5129 / -2.5327 eV. As for the multiplicity: 3.



Entry 2:
DFT (wB97M-V/def2-TZVPD) results for C10H13NS in the gas phase.

Geometry as XYZ:
```
25
C10H13NS wB97M-V/def2-TZVPD
C 1.68913 1.53893 1.81575
C 0.06902 3.62437 1.61782
C 1.52231 0.33125 1.16997
C -1.07205 3.89058 0.89662
C 0.58853 2.31698 1.45189
C -0.21002 1.58679 0.56879
C 0.91338 -1.86040 -0.76101
C -0.96062 -0.22478 -1.53321
C -1.19775 -1.65547 0.54028
C -0.20102 -0.84746 -0.36331
N 0.31544 0.28391 0.41648
S -1.63385 2.44114 0.04805
H 2.59053 1.76671 2.41164
H 0.55683 4.38105 2.05389
H 2.25988 -0.50484 1.13572
H -1.84514 4.53999 0.98149
H 1.31243 -2.39107 0.07582
H 0.54552 -2.55989 -1.62690
H 1.78942 -1.47229 -1.16154
H -0.36147 0.57296 -1.97056
H -1.22040 -1.00295 -2.16985
H -1.62625 0.41008 -0.99584
H -1.95268 -0.97423 0.97442
H -1.57675 -2.39871 -0.03739
H -0.64943 -2.04786 1.41003
```

The calculation puts the orbital gap at 8.68 eV. The value obtained for the total energy is -22904.416 eV. The energy relative to the best compared isomer or geometry (same formula, charge and spin) is 34.0 kJ/mol. Its LUMO energy is 0.8041 eV. As for the multiplicity: 1.



Entry 3:
DFT (wB97M-V/def2-TZVPD) results for C3H10N4O as an isolated structure.

Geometry as XYZ:
```
18
C3H10N4O wB97M-V/def2-TZVPD
C -1.47388 0.32268 -0.04085
C 1.35972 -0.90053 0.18848
C 1.70351 0.33551 0.77895
H -3.27272 0.91388 -0.20497
H -3.16903 -0.73175 -0.25905
H -1.02972 2.22254 -0.45272
H -1.39731 -1.66528 -0.29438
H 0.25947 -0.44355 -1.50063
H 2.32697 -1.19406 -0.04782
H 0.86870 -1.61135 1.09509
H 1.09377 0.66143 1.51783
H 2.90641 -0.02190 1.04295
H 1.50563 1.69446 -0.52722
N -2.74776 0.28300 0.49391
N -0.67567 1.31795 -0.44430
N -0.81428 -0.97278 -0.08788
N 0.33055 -1.18554 -0.82000
O 2.22564 0.97530 -0.43738
```

The calculation puts the orbital gap at 8.97 eV. The value obtained for the total energy is -11274.873 eV. The energy relative to the best compared isomer or geometry (same formula, charge and spin) is 707.0 kJ/mol. Its LUMO energy is -0.0473 eV. As for the multiplicity: 1.



Entry 4:
DFT (wB97M-V/def2-TZVPD) results for C54H63FN8O9PRbSbSe as an isolated structure.

Geometry as XYZ:
```
139
C54H63FN8O9PRbSbSe wB97M-V/def2-TZVPD
Rb 0.62978 -0.38384 1.57751
O 3.40518 -0.09390 2.92317
C 2.84080 -1.18365 3.15639
O 1.85945 -1.39562 3.90570
C 3.40144 -2.41709 2.41425
C 2.42315 -3.55509 2.01429
C 3.14230 -4.88079 2.27333
C 4.29813 -4.76383 1.24421
C 3.85138 -3.54366 0.40864
O 2.42905 -3.54934 0.56789
C 4.22566 -2.22644 1.11316
C 3.94442 -1.05090 0.16577
O 4.86508 -0.39336 -0.26130
O 2.68136 -0.83982 -0.24947
H 4.09058 -2.83851 3.15388
H 1.40682 -3.45720 2.38340
H 3.48607 -4.97933 3.30304
H 2.48656 -5.71932 2.03662
H 5.26796 -4.59103 1.71397
H 4.37776 -5.65374 0.61966
H 4.11475 -3.59053 -0.64609
H 5.29222 -2.16316 1.32233
C -4.87613 -2.71426 -4.28715
C -3.72332 -3.53048 -3.71595
N -2.76383 -2.71225 -2.99350
C -2.87462 -2.64535 -1.62225
C -2.06416 -1.92205 -0.83207
C -2.09503 -2.14857 0.69280
O -3.14741 -1.85843 1.29374
O -1.03581 -2.64572 1.12685
C -1.06179 -1.10970 -1.48857
O -0.23924 -0.38749 -0.88028
C -0.96088 -1.16338 -2.90948
C 0.11793 -0.26842 -3.48345
C -0.00754 -0.32170 -4.95432
F 0.67950 0.64554 -5.68265
C -0.78564 -1.17414 -5.65886
C -1.68293 -2.08239 -5.07132
C -1.80037 -1.99282 -3.67160
N -0.69751 -1.16527 -7.10648
C -1.20771 0.04212 -7.71943
C -1.28784 -0.15590 -9.21827
N 0.09746 -0.49080 -9.71184
C 0.63460 -1.73423 -9.04630
C 0.64403 -1.49142 -7.55375
H -5.55758 -3.35379 -4.85211
H -4.50003 -1.93251 -4.94732
H -5.43639 -2.23955 -3.48070
H -3.20185 -4.07849 -4.50166
H -4.10426 -4.27260 -3.01472
H -3.65516 -3.26269 -1.19469
H 0.00294 0.74905 -3.09021
H -2.30981 -2.68425 -5.70632
H -0.59118 0.92970 -7.50482
H -2.20843 0.23744 -7.33457
H -1.61695 0.74030 -9.74185
H -1.92111 -1.00288 -9.47689
H 0.71796 0.28735 -9.47351
H 0.10453 -0.59200 -10.72468
H 1.63184 -1.91551 -9.44372
H -0.03746 -2.54624 -9.31894
H 1.37857 -0.70601 -7.31296
H 0.96557 -2.40258 -7.05041
C -0.64782 5.99890 0.97436
N -0.70643 4.71637 1.64066
C -1.24304 4.77405 2.99412
P 0.34414 3.46858 1.30794
O -0.04672 2.26855 2.07738
N 1.91451 3.87604 1.63522
C 2.81091 2.95404 2.32990
C 2.59114 4.97340 0.97886
N 0.26852 3.38074 -0.35470
C -1.04112 3.10847 -0.94383
C 1.32783 2.62706 -1.03481
H 0.02347 6.70639 1.48101
H -1.64754 6.44373 0.95840
H -0.31342 5.87249 -0.05421
H -0.58769 5.33784 3.67170
H -1.37379 3.76727 3.38311
H -2.21973 5.26354 2.97156
H 2.26060 2.15371 2.81235
H 3.37700 3.49608 3.09328
H 3.52052 2.48928 1.63703
H 1.91367 5.51536 0.32196
H 3.42341 4.60342 0.36762
H 3.00315 5.67531 1.71226
H -1.82062 3.62044 -0.38227
H -1.25654 2.03453 -0.94833
H -1.05352 3.47055 -1.97693
H 2.28046 2.74567 -0.52363
H 1.43780 3.00786 -2.05506
H 1.09736 1.55815 -1.08350
C -4.32442 -3.15684 7.73023
C -4.82018 -1.97491 7.19842
C -4.06074 -1.24243 6.29366
C -2.79811 -1.68128 5.90464
C -2.31698 -2.87713 6.43666
C -3.06868 -3.60795 7.34702
Sb -1.52823 -0.61381 4.52937
C -0.47967 0.46957 6.06426
C 0.56000 1.29304 5.62987
C 1.28718 2.05375 6.53297
C 0.99278 1.99280 7.88956
C -0.02916 1.16722 8.33466
C -0.76126 0.41087 7.42513
C -2.91447 0.99419 4.15838
C -3.60523 0.96614 2.94551
C -4.49081 1.98675 2.61791
C -4.69967 3.04097 3.49652
C -4.01889 3.07516 4.70663
C -3.12866 2.05910 5.03148
H -4.91569 -3.72732 8.43657
H -5.80248 -1.62034 7.48853
H -4.45939 -0.31996 5.88788
H -1.34118 -3.24551 6.13700
H -2.67643 -4.53307 7.75248
H 0.81796 1.33278 4.57671
H 2.09733 2.67922 6.17751
H 1.56583 2.57897 8.59845
H -0.25856 1.10903 9.39264
H -1.56166 -0.22650 7.78517
H -3.46075 0.13562 2.25903
H -5.01890 1.95526 1.67194
H -5.38948 3.83685 3.23907
H -4.17558 3.89792 5.39527
H -2.58861 2.10120 5.97153
Se 1.96395 -1.92767 -1.83288
N 3.49461 -2.20767 -2.55524
C 3.77988 -1.13587 -3.37524
C 5.03955 -0.89253 -3.92786
C 5.25479 0.26952 -4.64051
C 4.23013 1.20793 -4.79759
C 2.96915 0.97067 -4.28062
C 2.72613 -0.22895 -3.61523
N 1.53609 -0.67225 -3.03516
H 5.83992 -1.59308 -3.72962
H 6.24133 0.48080 -5.03493
H 4.42998 2.14584 -5.30148
H 2.18796 1.70859 -4.38385
```

The calculation puts the orbital gap at 4.14 eV. The net charge is -1. The value obtained for the total energy is -171915.032 eV. The energy relative to the best compared isomer or geometry (same formula, charge and spin) is 175.5 kJ/mol. Its LUMO energy is -0.0623 eV. As for the multiplicity: 1.



Entry 5:
DFT (wB97M-V/def2-TZVPD) results for C20H30ClN3O3 in the gas phase.

Geometry as XYZ:
```
57
C20H30ClN3O3 wB97M-V/def2-TZVPD
C -2.64082 -2.34554 -4.27276
C -2.05283 -1.90944 -2.93642
C -0.52262 -1.93545 -2.89406
C 0.01342 -3.36359 -2.95178
C -0.01733 -1.20922 -1.64118
C 1.50987 -1.26796 -1.47607
C 1.95961 -0.29047 -0.40394
O 2.46554 0.78433 -0.68694
N 1.70981 -0.69309 0.86667
C 1.93706 0.09906 2.08937
C 3.43653 0.30962 2.28103
O 4.16985 -0.90381 2.28593
C 1.16909 1.43643 2.07059
C -0.18370 1.17725 2.76774
C -0.21622 -0.32422 3.08605
C -1.06897 -0.68209 4.29159
C 1.26683 -0.66619 3.23525
N -0.42082 0.18953 -1.63243
C -1.25171 0.70245 -0.69268
O -1.90787 0.01087 0.06935
C -1.32954 2.19913 -0.64369
C -2.51789 2.78330 -0.21976
N -2.68821 4.09591 -0.10810
C -1.65985 4.88279 -0.40384
C -0.43328 4.38620 -0.82069
Cl 0.86569 5.47983 -1.15824
C -0.25295 3.02237 -0.94946
H -3.72713 -2.25466 -4.26498
H -2.26238 -1.72254 -5.08632
H -2.40401 -3.38301 -4.51056
H -2.39534 -0.89731 -2.71274
H -2.43510 -2.54351 -2.12962
H -0.14304 -1.38251 -3.76473
H -0.26475 -3.91148 -2.04647
H -0.40088 -3.90136 -3.80308
H 1.09837 -3.39543 -3.05017
H -0.50134 -1.65384 -0.76718
H 1.82162 -2.28358 -1.22958
H 2.00157 -0.97430 -2.40507
H 1.20501 -1.55847 0.97580
H 3.80758 0.98115 1.50110
H 3.59717 0.78212 3.25107
H 3.78984 -1.47103 1.60573
H 1.75211 2.17632 2.62374
H 1.08588 1.81454 1.05516
H -0.23959 1.74325 3.70137
H -1.04163 1.47067 2.16367
H -0.62110 -0.84848 2.21278
H -0.68979 -0.18575 5.18889
H -2.10258 -0.36546 4.14421
H -1.07206 -1.75778 4.47703
H 1.49205 -1.73547 3.22591
H 1.64092 -0.26449 4.18227
H 0.11355 0.82987 -2.19762
H -3.35547 2.14815 0.04133
H -1.80433 5.95194 -0.30266
H 0.71616 2.62445 -1.23078
```

The calculation puts the orbital gap at 9.93 eV. The value obtained for the total energy is -44364.185 eV. The energy relative to the best compared isomer or geometry (same formula, charge and spin) is 1.9 kJ/mol. Its LUMO energy is 0.2660 eV. As for the multiplicity: 1.